Density functional theory data (wB97M-V/def2-TZVPD) for C4H10NP in the gas phase.

Values from the calculation:
- HOMO (alpha / beta): -0.309 / -0.300 Ha
- 2S+1: 1
- E_LUMO (alpha / beta): -0.7 / -0.6 eV

Each line ends with the Mulliken charge.
Cartesian coordinates (Å):
C1 -2.123 -0.176 -0.157  -0.290
C2 -0.775 0.572 -0.604  -0.790
C3 0.703 -1.446 0.603  -1.025
C4 1.857 1.079 0.007  -0.946
N1 -2.078 -0.088 1.190  -0.413
P1 0.316 0.330 0.840  0.128
H1 -3.104 0.411 -0.498  0.324
H2 -2.024 -1.148 -0.654  0.304
H3 -0.382 0.440 -1.569  0.543
H4 -1.248 1.663 -0.378  0.258
H5 -0.158 -1.815 0.982  0.352
H6 0.813 -1.507 -0.510  0.251
H7 1.524 -1.862 1.141  0.409
H8 1.790 0.778 -1.112  0.233
H9 2.166 2.124 0.185  0.353
H10 2.723 0.645 0.533  0.308

Density functional theory data (wB97M-V/def2-TZVPD) for C4H10NP in the gas phase.

Values from the calculation:
- HOMO: -0.299 Ha
- SMILES: C/C=C/CPN
- 2S+1: 1
- E_LUMO: 1.0 eV

Each line ends with the Mulliken charge.
Cartesian coordinates (Å):
C1 -2.994 -0.703 0.044  -1.318
C2 -1.603 -0.171 0.360  0.034
C3 -0.763 0.189 -0.601  -0.241
C4 0.615 0.717 -0.429  -1.024
P1 2.215 -0.722 -0.251  0.124
N1 3.538 0.198 0.360  -0.557
H1 -2.785 -1.732 0.072  0.299
H2 -3.309 -0.401 -0.895  0.359
H3 -3.635 -0.481 0.776  0.421
H4 -1.136 -0.075 1.284  0.429
H5 -0.951 0.146 -1.722  0.191
H6 0.941 1.405 0.485  0.278
H7 0.829 1.367 -1.235  0.440
H8 1.692 -1.242 1.034  0.040
H9 4.090 0.655 -0.336  0.255
H10 3.256 0.850 1.053  0.271

Density functional theory data (wB97M-V/def2-TZVPD) for 2 unconnected molecules or ions with the total composition C4H10NS.

Values from the calculation:
- Total charge: -1
- HOMO: -0.092 Ha
- 2S+1: 1
- E_LUMO: 4.2 eV

Each line ends with the Mulliken charge.
Cartesian coordinates (Å):
C1 -0.796 -2.982 -0.520  -1.058
C2 0.022 -2.115 -1.533  -0.343
C3 0.704 -1.003 -0.716  -0.753
S1 -0.509 -0.141 0.373  -0.669
H1 -0.217 -3.275 0.377  0.250
H2 -1.119 -3.924 -1.012  0.332
H3 -1.688 -2.405 -0.262  0.288
H4 0.860 -2.730 -1.982  0.262
H5 -0.691 -1.692 -2.264  0.238
H6 1.166 -0.292 -1.409  0.263
H7 1.552 -1.402 -0.111  0.251
C4 0.245 3.226 0.582  -0.077
N1 0.911 3.731 1.597  -0.603
H8 0.640 3.502 -0.412  0.234
H9 -0.508 2.426 0.690  0.112
H10 0.731 3.174 2.365  0.273

Density functional theory data (wB97M-V/def2-TZVPD) for 2 unconnected molecules or ions with the total composition C4H10NS.

Values from the calculation:
- Total charge: +1
- HOMO: -0.460 Ha
- 2S+1: 1
- E_LUMO: -4.6 eV

Each line ends with the Mulliken charge.
Cartesian coordinates (Å):
C1 1.140 1.551 -1.206  -0.392
C2 1.196 0.391 -2.194  -0.442
C3 -0.038 0.810 -1.579  0.364
C4 -0.183 -1.714 2.877  -0.783
N1 -1.287 0.632 -1.426  -0.199
S1 -0.807 -0.501 1.678  -0.188
H1 1.526 1.419 -0.203  0.257
H2 1.267 2.564 -1.565  0.271
H3 1.358 0.592 -3.245  0.277
H4 1.633 -0.550 -1.884  0.258
H5 -0.782 -2.616 2.815  0.301
H6 -0.223 -1.283 3.872  0.301
H7 0.846 -1.924 2.600  0.278
H8 -1.772 -0.121 -1.908  0.268
H9 -2.053 -0.451 2.142  0.121
H10 -1.822 1.201 -0.773  0.309

Density functional theory data (wB97M-V/def2-TZVPD) for 2 unconnected molecules or ions with the total composition C4H10NS.

Values from the calculation:
- Total charge: +1
- HOMO: -0.527 Ha
- 2S+1: 1
- E_LUMO: -5.4 eV

Each line ends with the Mulliken charge.
Cartesian coordinates (Å):
C1 -0.534 -1.200 -0.704  -0.364
C2 -1.100 -1.621 0.608  -0.514
C3 -1.043 -0.177 0.162  0.314
C4 1.636 1.158 -0.288  -0.741
N1 0.921 0.794 0.874  -0.389
S1 -2.148 1.061 -0.052  -0.041
H1 0.569 -1.333 -1.091  0.276
H2 -1.148 -1.610 -1.518  0.278
H3 -2.095 -2.125 0.720  0.281
H4 -0.439 -1.828 1.424  0.230
H5 1.127 0.721 -1.139  0.235
H6 1.745 2.210 -0.452  0.305
H7 2.565 0.609 -0.262  0.350
H8 0.167 1.429 1.219  0.297
H9 1.450 0.336 1.671  0.277
H10 -1.674 1.575 -1.173  0.206

Density functional theory data (wB97M-V/def2-TZVPD) for 3 unconnected molecules or ions with the total composition C4H10O.

Values from the calculation:
- HOMO: -0.366 Ha
- SMILES: [H][H].CC=O.C=C
- 2S+1: 1
- E_LUMO: 1.1 eV

Each line ends with the Mulliken charge.
Cartesian coordinates (Å):
H1 1.601 2.621 1.014  0.242
H2 0.994 2.228 1.198  -0.260
C1 -2.094 -0.353 -0.438  -1.015
C2 -1.175 0.714 0.090  0.205
O1 -0.866 0.825 1.254  -0.472
H3 -1.648 -0.832 -1.316  0.275
H4 -2.293 -1.093 0.339  0.296
H5 -3.039 0.104 -0.757  0.355
H6 -0.784 1.427 -0.666  0.364
C3 1.955 -0.426 -0.776  -0.354
C4 1.199 -1.429 -0.344  -0.619
H7 2.376 -0.414 -1.779  0.235
H8 2.190 0.423 -0.138  0.197
H9 0.965 -2.284 -0.974  0.258
H10 0.783 -1.432 0.661  0.293

Density functional theory data (wB97M-V/def2-TZVPD) for 2 unconnected molecules or ions with the total composition C4H10O.

Values from the calculation:
- HOMO: -0.378 Ha
- SMILES: C=O.CCC
- 2S+1: 1
- E_LUMO: 0.8 eV

Each line ends with the Mulliken charge.
Cartesian coordinates (Å):
C1 1.364 0.146 2.825  -0.099
O1 1.830 -0.239 1.790  -0.372
H1 0.324 -0.061 3.133  0.227
H2 1.973 0.747 3.528  0.246
C2 -0.652 0.900 -0.144  -0.945
C3 -0.797 0.172 -1.465  -0.273
C4 -0.093 -1.183 -1.537  -1.081
H3 0.392 1.075 0.103  0.231
H4 -1.161 1.866 -0.179  0.336
H5 -1.100 0.317 0.666  0.246
H6 -1.848 0.045 -1.735  0.285
H7 -0.420 0.788 -2.292  0.283
H8 -0.244 -1.621 -2.525  0.334
H9 -0.542 -1.865 -0.816  0.291
H10 0.976 -1.088 -1.352  0.290

Density functional theory data (wB97M-V/def2-TZVPD) for 2 unconnected molecules or ions with the total composition C4H10O.

Values from the calculation:
- HOMO: -0.339 Ha
- SMILES: C=C(C)C.O
- 2S+1: 1
- E_LUMO: 0.9 eV

Each line ends with the Mulliken charge.
Cartesian coordinates (Å):
C1 -1.023 -0.986 -1.954  -0.941
C2 -0.900 -1.003 -0.641  0.945
C3 -2.059 -0.640 0.251  -1.184
C4 0.452 -1.098 0.006  -1.131
H1 -0.227 -1.057 -2.693  0.281
H2 -1.911 -0.731 -2.521  0.265
H3 -2.647 -1.440 0.724  0.268
H4 -2.876 -0.241 -0.365  0.317
H5 -1.881 0.060 1.064  0.305
H6 1.143 -0.573 -0.659  0.317
H7 0.758 -2.084 0.336  0.266
H8 0.570 -0.481 0.907  0.290
O1 2.753 2.859 1.730  -0.639
H9 2.475 3.783 1.793  0.319
H10 3.717 2.921 1.601  0.321

Density functional theory data (wB97M-V/def2-TZVPD) for 2 unconnected molecules or ions with the total composition C4H10O.

Values from the calculation:
- HOMO: -0.333 Ha
- SMILES: C=CO.CC
- 2S+1: 1
- E_LUMO: 0.8 eV

Each line ends with the Mulliken charge.
Cartesian coordinates (Å):
C1 1.710 -2.683 -2.318  -0.714
C2 1.671 -2.848 -1.013  0.102
O1 1.627 -1.741 -0.216  -0.481
H1 1.751 -3.475 -3.050  0.258
H2 1.702 -1.645 -2.647  0.222
H3 1.685 -3.827 -0.569  0.277
H4 1.594 -1.937 0.718  0.335
C3 -2.188 2.274 0.917  -0.812
C4 -0.720 2.295 1.349  -0.713
H5 -2.621 3.271 0.866  0.263
H6 -2.821 1.691 1.589  0.263
H7 -2.331 1.821 -0.066  0.271
H8 -0.226 1.536 0.830  0.198
H9 -0.223 3.245 1.206  0.270
H10 -0.609 2.023 2.402  0.260

Density functional theory data (wB97M-V/def2-TZVPD) for 2 unconnected molecules or ions with the total composition C4H10O.

Values from the calculation:
- Total charge: +1
- HOMO (alpha / beta): -0.532 / -0.532 Ha
- 2S+1: 2
- E_LUMO (alpha / beta): -5.0 / -9.3 eV

Each line ends with the Löwdin spin population.
Cartesian coordinates (Å):
C1 1.492 -0.730 0.158  0.015
C2 1.038 0.655 -0.229  0.082
C3 0.292 0.749 -1.507  0.331
C4 -0.226 -0.230 -2.293  0.473
H1 2.190 -1.296 -0.487  0.001
H2 1.955 -0.576 1.149  0.002
H3 0.701 -1.275 0.582  0.002
H4 1.819 1.488 -0.276  0.025
H5 0.479 0.994 0.551  0.025
H6 0.240 1.807 -1.925  0.008
H7 -0.868 -0.048 -3.152  0.019
H8 -0.104 -1.325 -2.071  0.017
H9 -2.796 0.146 2.329  0.000
H10 -1.819 0.302 3.504  0.000
O1 -2.171 -0.360 2.878  0.000

Density functional theory data (wB97M-V/def2-TZVPD) for 2 unconnected molecules or ions with the total composition C4H10O2.

Values from the calculation:
- HOMO: -0.379 Ha
- SMILES: CCC(=O)CO.[H][H]
- 2S+1: 1
- E_LUMO: 0.9 eV

Each line ends with the Mulliken charge.
Cartesian coordinates (Å):
C1 1.312 -0.665 1.901  -1.173
C2 0.213 0.164 1.250  -0.385
C3 -0.196 -0.356 -0.108  0.834
O1 0.375 -1.269 -0.669  -0.637
C4 -1.386 0.297 -0.797  -0.720
O2 -1.562 -0.221 -2.081  -0.540
H1 1.560 -0.267 2.889  0.371
H2 0.998 -1.707 2.015  0.301
H3 2.217 -0.662 1.287  0.290
H4 -0.683 0.213 1.882  0.314
H5 0.533 1.207 1.116  0.296
H6 -1.220 1.384 -0.839  0.331
H7 -2.279 0.133 -0.172  0.329
H8 -0.932 -0.962 -2.142  0.383
H9 0.822 1.579 -2.745  0.215
H10 0.227 1.132 -2.787  -0.210

Density functional theory data (wB97M-V/def2-TZVPD) for 2 unconnected molecules or ions with the total composition C4H10O2.

Values from the calculation:
- HOMO: -0.313 Ha
- 2S+1: 1
- E_LUMO: 0.9 eV

Each line ends with the Mulliken charge.
Cartesian coordinates (Å):
C1 3.000 -0.145 -0.105  -0.695
O1 1.760 0.487 -0.293  -0.304
C2 0.699 -0.261 0.247  -0.410
C3 -0.605 0.488 -0.024  -0.415
O2 -1.559 -0.446 -0.504  -0.273
C4 -2.774 0.064 -0.830  -0.518
H1 3.757 0.469 -0.599  0.245
H2 3.251 -0.236 0.963  0.289
H3 3.010 -1.152 -0.550  0.294
H4 0.636 -1.252 -0.230  0.331
H5 0.857 -0.422 1.327  0.293
H6 -1.005 0.957 0.884  0.270
H7 -0.424 1.264 -0.776  0.344
H8 -3.720 -0.075 0.361  0.061
H9 -3.346 0.795 -0.155  0.151
H10 -3.324 -0.679 -1.399  0.338

| no. | strongest force on any atom (eV/A) |
| --- | --- |
| 1 | 5.74 |
| 2 | 4.31 |
| 3 | 4.32 |
| 4 | 0.51 |
| 5 | 4.17 |
| 6 | 0.54 |
| 7 | 0.87 |
| 8 | 1.96 |
| 9 | 1.83 |
| 10 | 4.12 |
| 11 | 0.45 |
| 12 | 2.53 |